No. 1
{"formula": "C19H28F12Na4O27S4", "method": "ωB97M-V/def2-TZVPD", "gap_ha": 0.3119, "lumo_energy_ev": -1.35, "total_charge": 0, "de_lowest_kcal_mol": 70.1, "homo_energy_ev": -9.84, "elements": ["H", "F", "H", "H", "H", "O", "C", "C", "O", "O", "F", "O", "F", "C", "H", "O", "O", "C", "C", "F", "H", "H", "O", "H", "C", "C", "F", "O", "F", "O", "H", "C", "Na", "Na", "O", "H", "O", "F", "O", "C", "H", "H", "O", "O", "F", "C", "C", "H", "C", "H", "O", "O", "C", "C", "S", "O", "O", "O", "H", "S", "Na", "F", "Na", "H", "H", "C", "O", "H", "C", "F", "S", "O", "C", "F", "H", "H", "S", "H", "H", "O", "H", "O", "H", "H", "F", "C", "O", "O", "H", "O", "O", "H", "H", "C"], "coordinates": [[-7.92, 2.25, -3.03], [-5.63, 1.65, -0.52], [0.19, 3.86, 4.05], [-3.47, -1.45, 2.81], [6.65, -4.55, 0.55], [0.95, -3.51, -3.31], [-4.85, 2.70, -3.31], [4.64, 0.55, 0.77], [2.30, -4.83, -1.24], [-4.41, 1.64, -3.82], [-4.98, 1.19, 1.41], [0.66, -3.72, 0.15], [1.72, -5.74, 2.40], [-3.07, -0.30, 5.56], [5.89, 0.78, -1.91], [-4.08, 3.66, -2.65], [-3.47, -0.32, -1.81], [0.34, 2.93, 3.50], [1.49, 0.20, 7.20], [-2.10, -4.68, -3.79], [-2.26, 4.37, -2.18], [4.32, 0.26, -2.65], [-0.12, -3.53, -5.51], [5.15, -4.08, -0.27], [-4.61, 1.21, 0.20], [-7.23, 2.41, -3.86], [-3.64, 2.08, -0.01], [3.12, 3.97, -2.04], [-1.55, -3.48, -2.02], [-0.30, -1.23, -0.90], [-7.71, 3.05, -4.61], [1.81, 4.53, -2.22], [-2.23, 0.16, -3.90], [-1.49, -2.73, 0.52], [-2.95, -0.97, 0.50], [5.61, 1.08, -3.52], [1.45, 0.49, 5.83], [-0.88, 1.40, 0.88], [-0.16, -1.43, -4.18], [3.46, 2.84, -2.78], [6.60, -3.98, -1.17], [1.59, 5.00, -1.26], [0.96, 1.84, 4.21], [-2.98, -0.48, 6.78], [3.07, -6.75, 1.11], [-1.81, -3.48, -3.33], [-2.71, 3.44, -2.52], [4.68, 0.93, 1.79], [2.47, -5.59, 1.37], [-4.84, -0.27, 3.15], [-3.75, -1.12, 4.72], [5.60, -0.51, 0.68], [-3.85, -0.64, 3.42], [0.32, 1.14, 0.38], [-3.97, -0.54, -0.42], [4.61, 2.39, -2.25], [-6.11, 3.15, -3.39], [-2.54, 0.71, 4.82], [0.54, -0.19, 7.57], [0.20, 0.08, -1.29], [2.30, -2.43, -1.50], [3.41, -4.66, 1.73], [1.48, 0.40, -4.48], [-2.94, 1.28, 2.77], [4.93, 1.38, 0.13], [5.07, 1.05, -2.58], [-0.68, 0.82, -2.19], [-2.12, 3.09, -3.37], [6.21, -3.84, -0.16], [-2.76, -2.64, -3.73], [1.32, -4.99, -0.13], [4.34, -1.79, -0.66], [5.35, -1.65, 0.01], [1.02, 2.24, 0.07], [1.14, 3.68, -2.32], [-2.52, 2.67, -1.78], [-0.08, -2.88, -4.20], [1.52, 5.22, -3.01], [-6.79, 1.52, -4.30], [-5.13, -1.40, -0.43], [-1.84, 0.08, 3.07], [0.34, -6.06, -0.24], [0.91, 3.13, 2.60], [3.62, 0.21, 0.55], [1.04, 0.38, 1.16], [-2.77, 0.47, 3.48], [2.77, 2.35, -3.69], [0.18, 2.38, 6.29], [-0.66, 2.65, 3.16], [1.55, -0.06, -1.84], [6.36, -2.49, 0.16], [1.73, 1.01, 7.89], [2.16, -0.62, 7.40], [0.83, 1.67, 5.50]], "mulliken_charge": [0.2401, -0.2710, 0.4217, 0.1304, 0.2899, -0.4844, 0.7867, -0.5914, -0.7109, -0.5413, -0.1968, -0.4799, -0.2175, 0.4938, 0.2612, -0.3136, -0.2970, -0.5948, -0.7226, -0.2086, 0.2434, 0.2445, -0.6327, 0.0312, 0.4966, -0.6398, -0.1881, -0.3353, -0.0873, 0.1504, 0.2374, -0.3178, 0.8476, 0.9984, -0.7767, 0.4546, -0.2228, 0.0120, -0.6125, 0.8809, 0.2791, 0.2790, -0.1795, -0.5776, -0.2052, 0.5745, -0.3405, 0.3848, 0.4697, 0.1865, -0.3569, -0.4235, 0.1134, -0.1533, 0.6867, -0.3419, -0.3544, -0.3546, 0.2842, 0.3111, 0.7623, -0.2140, 0.8305, 0.2915, 0.2336, -0.7844, 0.0788, 0.2957, -0.3875, -0.2407, 1.1385, -0.5400, 0.7951, -0.0271, -0.0475, 0.0329, 0.7953, 0.3322, 0.3546, -0.6875, 0.0704, -0.6785, 0.1897, 0.2255, -0.1755, -0.0408, -0.6622, -0.6180, 0.0828, -0.4206, -0.3721, 0.2987, 0.2640, 0.7642]}

=====

No. 2
{"formula": "C19H28F5O3TeTi", "method": "ωB97M-V/def2-TZVPD", "gap_ha": [0.1816, 0.1818], "lumo_energy_ev": [-5.69, -5.69], "total_charge": 1, "de_lowest_kcal_mol": 91.0, "homo_energy_ev": [-10.64, -10.64], "elements": ["H", "H", "H", "C", "H", "C", "C", "C", "H", "C", "H", "H", "F", "H", "C", "C", "C", "H", "F", "H", "C", "C", "H", "H", "H", "C", "C", "H", "H", "H", "F", "H", "H", "H", "H", "C", "F", "O", "C", "C", "O", "H", "H", "H", "H", "Ti", "H", "H", "C", "H", "F", "C", "Te", "C", "O", "C", "H"], "coordinates": [[-2.07, 1.44, 2.39], [1.99, 1.89, -1.03], [-1.53, -2.92, 2.28], [-2.07, -1.46, 0.64], [-0.05, 2.40, -3.23], [1.76, 2.24, 1.77], [0.48, 1.71, 3.60], [0.62, -2.55, -1.71], [1.44, -2.28, -1.04], [-1.98, 2.20, -1.85], [0.53, -1.01, -4.54], [-0.19, 1.82, 4.46], [0.80, -2.71, 3.86], [0.22, 4.22, 0.00], [0.02, -1.79, -3.97], [-1.67, -0.74, 2.82], [0.99, 2.78, 2.84], [1.09, -3.67, -3.52], [3.23, -2.21, 2.77], [0.83, 3.85, 3.07], [1.04, -2.61, -3.19], [0.98, 0.49, 3.07], [-2.61, 0.62, -0.09], [-0.51, -2.44, -4.67], [-2.29, -2.09, -0.20], [1.10, 1.65, -1.62], [0.38, 2.77, -2.35], [1.15, 0.77, -2.28], [-1.20, 3.48, 0.77], [0.23, -3.53, -1.38], [2.68, -4.05, 0.79], [0.97, -0.49, 3.55], [2.28, 2.81, 1.00], [0.98, 3.67, -2.50], [-2.88, 2.73, -1.49], [-1.67, -1.89, 1.98], [2.44, -4.82, 3.46], [0.01, 1.58, -0.62], [-0.86, -1.15, -2.92], [-0.78, 3.82, -0.19], [0.99, -2.08, 1.19], [-2.04, 1.15, -1.61], [-1.41, 4.68, -0.49], [-0.79, -0.07, -2.97], [2.44, 0.09, 1.40], [-0.15, -0.69, 0.96], [-2.01, 2.27, -2.92], [-1.56, -0.75, 3.92], [-0.68, 2.70, -1.25], [2.06, -2.23, -3.28], [0.21, -4.42, 1.94], [-1.98, 0.40, 2.04], [1.77, -3.40, 2.35], [-2.23, -0.02, 0.70], [-0.39, -1.48, -1.50], [1.76, 0.80, 1.89], [-1.90, -1.46, -3.10]], "mulliken_charge": [0.4398, 0.3122, 0.6934, -0.5986, 0.3374, -0.7013, -1.1748, -0.2811, 0.0599, -1.5159, 0.2586, 0.4973, -0.4143, 0.3752, -0.7228, -0.3898, -0.6490, 0.3294, -0.3745, 0.4696, -0.7014, -0.2027, 1.0640, 0.3327, 0.6427, -0.3418, -1.0682, -0.0664, 0.1144, 0.3242, -0.3941, 0.8913, 0.5819, 0.3261, 0.3459, -0.9476, -0.3255, 0.2302, -0.1218, -1.2350, -0.2516, 0.0192, 0.4236, -0.2425, 0.7742, 0.4395, 0.4534, 0.5382, 1.5697, 0.2995, -0.4122, -0.5010, 1.9196, -0.2192, -0.0934, -0.5344, 0.4177]}

=====

No. 3
{"formula": "C19H28FLaO2", "method": "ωB97M-V/def2-TZVPD", "gap_ha": 0.1647, "lumo_energy_ev": -0.74, "total_charge": 0, "de_lowest_kcal_mol": 79.5, "homo_energy_ev": -5.22, "elements": ["C", "H", "C", "C", "H", "C", "C", "C", "H", "C", "H", "C", "C", "H", "H", "H", "H", "F", "H", "C", "C", "C", "C", "H", "C", "H", "C", "O", "C", "H", "H", "H", "H", "H", "H", "H", "C", "H", "H", "H", "H", "H", "H", "H", "C", "H", "La", "H", "O", "C", "H"], "coordinates": [[-0.16, -2.65, 2.56], [-1.13, 2.30, -4.55], [0.47, 3.03, 2.44], [-0.64, 1.59, -3.88], [1.42, -4.29, -0.72], [1.49, 1.81, -2.47], [1.03, -2.12, 1.98], [-0.30, 1.84, 4.27], [-1.47, -0.35, -3.20], [-0.94, 3.30, 2.60], [0.08, 1.03, -4.47], [-0.99, -2.67, -1.09], [0.85, 2.12, 3.47], [2.18, -2.09, -1.14], [-1.33, -2.75, -0.05], [-0.85, -3.84, -2.74], [0.87, -0.47, 4.89], [-2.20, 0.10, 0.95], [-0.94, -4.89, -1.34], [0.00, 2.15, -2.59], [0.71, -1.10, 4.02], [-0.36, -1.99, 3.81], [1.31, -2.40, -1.71], [1.46, -2.41, 1.02], [-0.38, 3.60, -2.25], [1.62, 0.72, -2.45], [1.04, -3.89, -1.67], [-0.79, 1.21, -1.71], [-1.40, 2.56, 3.74], [1.13, 3.47, 1.70], [-2.57, 1.03, -2.94], [2.49, -0.59, 2.73], [-1.80, -2.20, -1.67], [1.50, -4.42, -2.50], [1.84, 1.71, 3.64], [-0.79, -3.44, 2.13], [-1.53, 0.73, -3.03], [-0.04, 4.29, -3.03], [-2.40, 2.56, 4.15], [1.43, -2.04, -2.73], [-1.19, -2.17, 4.50], [1.93, 2.19, -1.53], [-0.33, 1.21, 5.15], [-1.47, 3.69, -2.17], [-0.50, -3.97, -1.71], [-1.55, 3.96, 1.98], [-0.61, 1.33, 0.51], [0.04, 3.92, -1.28], [0.14, -1.74, -1.17], [1.57, -1.16, 2.88], [2.08, 2.17, -3.32]], "mulliken_charge": [-0.5126, 0.3605, -1.0552, -0.8096, 0.3153, -1.4754, -0.0426, -0.3009, 0.1351, -0.8513, 0.3294, -0.2258, -0.4123, 0.3915, 0.0744, 0.3021, 0.7923, -0.5710, 0.3442, 1.4424, -0.5317, -0.9964, -0.7843, 0.3441, -1.5251, 0.3026, -0.5981, -0.2175, -0.7292, 0.7954, 0.3163, 0.4168, 0.2767, 0.3569, 0.4587, 0.4554, -0.4109, 0.3709, 0.4017, 0.3979, 0.3688, 0.3639, 0.4364, 0.4260, -0.6910, 0.6740, 1.5990, 0.3527, -0.1993, -1.0468, 0.3856]}

=====

No. 4
{"formula": "C19H28N2O3", "method": "ωB97M-V/def2-TZVPD", "gap_ha": 0.3288, "lumo_energy_ev": 0.66, "total_charge": 0, "de_lowest_kcal_mol": 15.0, "homo_energy_ev": -8.29, "elements": ["H", "H", "H", "C", "C", "H", "O", "H", "H", "H", "H", "C", "H", "C", "H", "H", "N", "C", "C", "C", "H", "C", "H", "C", "C", "C", "H", "C", "H", "C", "H", "H", "H", "O", "H", "C", "C", "O", "H", "H", "H", "H", "C", "C", "C", "N", "H", "H", "H", "C", "H", "H"], "coordinates": [[0.05, 3.41, 0.64], [-3.00, -1.45, -2.99], [-4.39, 0.36, 0.12], [4.55, -0.60, 0.59], [0.53, 1.32, -1.35], [4.61, -2.69, 1.05], [0.08, 0.34, -1.89], [-3.58, -3.30, -1.44], [-1.36, -1.38, -2.33], [-3.14, 2.36, -0.67], [0.91, -1.19, -0.43], [-2.33, -1.38, 0.70], [-0.36, 0.42, 0.77], [-1.78, 0.40, 2.37], [-3.61, -0.75, 2.24], [-1.20, -0.35, 2.90], [-1.58, 2.16, 0.68], [-0.85, 1.16, 1.42], [-2.63, 1.56, -0.14], [-2.89, -0.26, 1.56], [-2.21, 0.86, -0.88], [-2.20, -2.03, -2.53], [-0.07, 1.66, 2.01], [2.48, 0.25, -0.24], [-3.62, 0.81, 0.75], [3.81, 0.48, 0.13], [-1.89, -2.81, -3.23], [1.93, -1.02, -0.15], [-1.92, -3.28, -0.78], [2.68, -2.09, 0.32], [4.31, 2.26, -0.95], [-2.22, 1.10, 3.08], [3.95, 2.53, 0.77], [-3.13, -1.67, -0.32], [5.58, -0.45, 0.88], [-0.76, 3.11, -0.03], [4.42, 1.85, 0.05], [-1.30, -1.97, 0.93], [-4.09, 1.51, 1.44], [-0.97, 2.59, -2.13], [2.02, 2.25, -0.33], [-1.38, 4.00, -0.22], [4.00, -1.87, 0.68], [-2.71, -2.68, -1.25], [-0.17, 2.67, -1.40], [1.70, 1.35, -0.65], [0.53, 3.44, -1.73], [1.01, -3.35, 0.74], [2.05, -3.93, -0.56], [2.05, -3.44, 0.42], [5.48, 1.80, 0.28], [2.59, -4.08, 1.11]], "mulliken_charge": [0.4918, 0.2874, 0.4346, -0.8122, 0.1690, 0.3937, -0.6370, 0.3329, 0.0912, 0.4965, 0.2953, 0.3542, -0.0028, -1.4358, 0.2827, 0.4231, 0.0032, -0.0189, -0.3837, 0.3765, 0.1945, -0.8014, 0.5040, 0.4090, -1.4528, 1.0640, 0.4159, 0.0339, 0.2864, 0.3053, 0.3847, 0.4810, 0.3435, -0.2989, 0.3397, -1.0794, -1.7026, -0.6012, 0.5198, 0.4013, 0.2490, 0.4424, -0.8752, -0.3092, -0.8816, 0.1955, 0.4427, 0.2104, 0.3065, -1.4388, 0.3859, 0.3836]}

=====

No. 5
{"formula": "C19H28N2O3S2", "method": "ωB97M-V/def2-TZVPD", "gap_ha": 0.3308, "lumo_energy_ev": 0.51, "total_charge": 0, "de_lowest_kcal_mol": 26.5, "homo_energy_ev": -8.49, "elements": ["H", "C", "H", "C", "C", "H", "H", "H", "C", "C", "H", "O", "H", "H", "H", "H", "C", "C", "H", "C", "S", "H", "H", "C", "H", "H", "C", "H", "C", "C", "H", "H", "O", "C", "H", "N", "H", "H", "H", "H", "S", "N", "H", "H", "C", "H", "H", "C", "C", "H", "O", "C", "C", "C"], "coordinates": [[-0.97, 1.84, 2.99], [-0.23, 0.78, -2.70], [-2.34, -1.50, -3.37], [-0.67, 1.32, -0.35], [-0.36, 1.43, 2.19], [-1.46, -1.21, 1.87], [-2.56, 3.27, 1.95], [-1.70, 2.67, -3.80], [-3.09, 2.82, 1.11], [3.65, -1.58, 2.40], [2.33, -1.07, 0.75], [-0.22, 2.44, -0.47], [4.53, 0.05, 1.19], [-4.31, -0.24, -3.48], [-0.34, -0.92, -4.87], [0.41, 2.14, 1.89], [-3.68, 0.00, -2.62], [1.51, -1.73, 3.39], [-4.15, 3.05, 1.19], [-1.42, 0.49, -3.63], [-2.97, 1.02, 1.17], [2.85, -2.77, 0.73], [-0.86, -1.66, -1.60], [-1.50, -0.77, -1.51], [-2.81, 1.70, -4.79], [-2.71, 3.20, 0.17], [-2.29, 1.75, -3.83], [3.25, -0.99, 4.48], [2.58, -1.94, 1.37], [-0.95, -0.02, -4.98], [-2.16, -0.91, -0.66], [5.38, -2.32, 1.23], [1.33, 0.48, 4.32], [-0.68, -0.57, 1.45], [-1.79, -0.26, -5.63], [-0.65, 0.40, -1.36], [-0.12, -1.12, 0.69], [-4.16, -0.38, -1.73], [4.84, 0.20, 2.97], [5.69, -2.19, 3.02], [-3.51, 1.80, -2.49], [0.14, 0.09, 2.46], [0.13, 1.80, -2.72], [0.90, -2.31, 4.08], [-2.27, -0.55, -2.83], [0.60, 0.12, -2.99], [-0.34, 0.73, -5.49], [2.99, -1.77, 3.76], [0.99, -0.28, 3.43], [3.24, -2.74, 4.19], [1.43, -2.34, 2.12], [4.59, -0.45, 2.15], [5.10, -1.87, 2.17], [-1.18, 0.83, 1.01]], "mulliken_charge": [0.3593, -1.7967, 0.4025, -0.5400, -1.0072, 0.1094, 0.3063, 0.4572, -0.8387, 1.0046, 0.1716, -0.6952, 0.2731, 0.4388, 0.4644, 0.2824, -0.9918, 0.3532, 0.4088, 1.6708, -0.0600, 0.4664, 0.3530, -0.7165, 0.4420, 0.1754, -1.1319, 0.4722, -0.5555, -1.9717, 0.4855, 0.2635, -0.7133, -0.7234, 0.4942, 0.3591, 0.1857, 0.4858, 0.2499, 0.2767, -0.2147, 0.3619, 0.4979, 0.4975, -0.4650, 0.4129, 0.3680, -1.2545, 0.2562, 0.3441, -0.4896, -0.9915, -0.8079, 1.8146]}

=====

No. 6
{"formula": "C19H28N2O3S2", "method": "ωB97M-V/def2-TZVPD", "gap_ha": 0.3336, "lumo_energy_ev": 0.31, "total_charge": 0, "de_lowest_kcal_mol": 31.4, "homo_energy_ev": -8.76, "elements": ["O", "H", "H", "H", "H", "H", "H", "O", "C", "C", "C", "H", "C", "H", "H", "C", "S", "C", "C", "H", "H", "H", "C", "C", "S", "C", "H", "H", "C", "H", "N", "H", "H", "C", "N", "H", "C", "H", "C", "C", "C", "O", "H", "H", "H", "C", "H", "H", "H", "H", "C", "H", "C", "H"], "coordinates": [[-2.11, -1.32, 2.20], [-1.38, -6.01, 0.56], [0.17, 5.60, -3.90], [-1.74, -3.70, 1.39], [-2.03, 1.15, 2.39], [-2.25, -4.81, -1.84], [1.21, -3.70, -1.43], [-0.17, 5.31, 0.01], [-1.13, -1.16, 1.50], [-0.99, 3.31, 0.98], [0.54, 3.44, -1.17], [1.15, 1.05, 0.26], [0.34, -2.02, -0.38], [0.20, -2.38, 3.50], [2.59, 3.80, -3.11], [0.70, -3.50, -0.49], [1.31, -0.45, 2.55], [-0.46, -5.57, 0.19], [0.09, 0.97, 0.51], [0.04, -1.62, -1.35], [2.55, 5.62, -3.07], [1.77, -3.17, 1.39], [-1.26, -4.35, -1.87], [1.56, -3.98, 0.69], [0.64, -5.26, 1.60], [0.57, 4.68, -3.48], [-0.59, 1.55, 3.35], [-0.11, -0.91, 4.45], [-0.95, 1.25, 2.37], [0.21, 3.77, -3.94], [-0.46, 2.09, 1.28], [1.39, 6.37, -0.75], [1.39, 3.18, -0.53], [-0.67, -4.21, -0.47], [-0.78, -2.05, 0.55], [-2.52, -3.09, -0.07], [-0.23, 0.05, 1.72], [-1.36, -3.38, -2.36], [-1.55, -3.29, 0.41], [0.51, 5.85, -1.12], [2.00, 4.70, -2.98], [-1.76, 3.85, 1.76], [2.52, -4.37, 0.34], [1.47, -1.71, 4.53], [0.00, -6.27, -0.52], [0.87, 4.66, -2.01], [1.16, -1.42, 0.01], [-0.62, -4.98, -2.50], [-0.48, 0.72, -0.39], [-1.51, 4.04, -0.93], [-0.60, 3.99, -0.32], [-0.13, 6.56, -1.64], [0.64, -1.46, 3.88], [0.26, 2.58, -1.77]], "mulliken_charge": [-0.6884, 0.4943, 0.2809, 0.4348, 0.3562, 0.4284, 0.6578, -0.3894, -0.7209, 0.1218, -0.7238, 0.2951, -1.1766, 0.1416, 0.2603, -0.3396, -0.1242, -1.3043, -1.4501, 0.2768, 0.2765, 0.1559, -1.8688, -0.7719, -0.2071, -0.9196, 0.2949, 0.3176, -1.0347, 0.2490, 0.2284, 0.3241, 0.3536, 1.7250, 0.4670, 0.2971, 2.1389, 0.3692, -1.3211, -0.6683, -0.7434, -0.6611, 0.4782, 0.4486, 0.4719, 0.7048, 0.5457, 0.4782, 0.3976, 0.1257, 0.6278, 0.2969, -0.7929, 0.3855]}